#1
# C18H22N2O4S

A single C18H22N2O4S molecule (ωB97M-V/def2-TZVPD, OMol25).

Output
charge: 0
orbital gap: 9.15 eV
SMILES string: COCCCNC(=O)c1ccccc1NS(=O)(=O)c1ccc(C)cc1

Cartesian coordinates (Å):
C -1.587 0.947 -1.967
O -0.623 1.371 -1.032
C -0.216 2.714 -1.135
C 0.744 3.022 -2.292
C 2.065 2.254 -2.177
N 1.901 0.845 -2.437
C 1.820 -0.073 -1.445
O 2.064 0.209 -0.278
C 1.402 -1.425 -1.893
C 1.691 -1.901 -3.171
C 1.204 -3.117 -3.605
C 0.396 -3.874 -2.767
C 0.122 -3.439 -1.488
C 0.643 -2.230 -1.024
N 0.408 -1.851 0.282
S -1.138 -2.062 0.925
O -2.106 -1.625 -0.045
O -1.264 -3.408 1.401
C -1.068 -0.938 2.306
C -1.011 0.422 2.067
C -0.945 1.288 3.143
C -0.938 0.804 4.449
C -0.853 1.758 5.601
C -0.995 -0.569 4.661
C -1.060 -1.444 3.590
H -2.431 1.646 -2.000
H -1.168 0.850 -2.975
H -1.932 -0.026 -1.620
H 0.291 2.924 -0.188
H -1.100 3.367 -1.217
H 0.266 2.786 -3.246
H 0.953 4.092 -2.276
H 2.463 2.341 -1.163
H 2.792 2.662 -2.887
H 1.549 0.592 -3.347
H 2.331 -1.324 -3.825
H 1.446 -3.474 -4.595
H -0.006 -4.814 -3.111
H -0.487 -4.021 -0.815
H 0.860 -0.964 0.507
H -1.016 0.781 1.049
H -0.899 2.354 2.973
H -1.067 1.256 6.541
H -1.554 2.579 5.471
H 0.149 2.183 5.658
H -0.989 -0.955 5.669
H -1.107 -2.513 3.726

Löwdin atomic charge list, values in e, 4 entries:
1. C -0.0847
2. O -0.2352
3. C -0.2210
4. C -0.1483

#2
# C18H22N2O4S

A single C18H22N2O4S molecule (ωB97M-V/def2-TZVPD, OMol25).

Output
charge: 0
orbital gap: 8.96 eV
SMILES string: CCCCCC(=O)O/N=C(\C)c1ccn(S(=O)(=O)c2ccccc2)c1

Cartesian coordinates (Å):
C -1.246 -1.294 -1.643
C -2.529 -1.659 -0.903
C -2.281 -2.166 0.518
C -1.714 -1.116 1.475
C -2.773 -0.187 2.086
C -3.623 0.591 1.111
O -4.807 0.442 0.977
O -3.030 1.561 0.379
N -1.639 1.649 0.522
C -1.037 2.451 -0.265
C -1.682 3.325 -1.292
C 0.411 2.441 -0.170
C 1.343 3.064 -1.052
C 2.588 2.691 -0.650
N 2.476 1.888 0.453
S 3.684 0.864 1.103
O 3.524 0.860 2.520
O 4.920 1.281 0.523
C 3.122 -0.681 0.408
C 2.300 -1.496 1.162
C 1.794 -2.651 0.589
C 2.114 -2.968 -0.722
C 2.943 -2.141 -1.465
C 3.450 -0.983 -0.898
C 1.157 1.725 0.739
H -0.556 -2.136 -1.652
H -1.473 -1.024 -2.672
H -0.743 -0.449 -1.178
H -3.195 -0.797 -0.879
H -3.043 -2.446 -1.460
H -1.579 -3.003 0.463
H -3.220 -2.549 0.924
H -1.228 -1.627 2.310
H -0.959 -0.519 0.966
H -3.465 -0.772 2.695
H -2.263 0.542 2.720
H -2.763 3.290 -1.191
H -1.336 4.350 -1.174
H -1.406 2.983 -2.288
H 1.110 3.703 -1.880
H 3.560 2.928 -1.031
H 2.083 -1.220 2.181
H 1.152 -3.300 1.164
H 1.720 -3.869 -1.167
H 3.191 -2.396 -2.484
H 4.102 -0.319 -1.443
H 0.849 1.137 1.577

Löwdin atomic charge list, values in e, 4 entries:
1. C -0.0912
2. C -0.2415
3. C -0.2000
4. C -0.2049

Going by the energies, #1 is most stable and the next is 0.0684 hartree up.